# C33H30AuN6O5S3

C33H30AuN6O5S3 as an isolated structure (ωB97M-V/def2-TZVPD, OMol25).

```
! RIJCOSX wB97M-V def2-TZVPD def2/J DEFGRID3
* xyz 1 1
Au -0.14 -0.09 0.02
O -1.57 5.02 -1.36
C -0.59 5.29 -0.49
C -0.27 6.60 -0.14
C 0.72 6.88 0.78
C 1.41 5.84 1.40
C 1.11 4.54 1.06
C 0.14 4.23 0.11
C -0.08 2.83 -0.23
O 0.52 1.93 0.43
N -0.90 2.57 -1.25
N -0.99 1.32 -1.63
C -1.88 0.90 -2.48
S -3.39 1.72 -2.77
C -4.12 0.34 -3.71
C -3.00 -0.32 -4.49
S -1.60 -0.58 -3.34
H -1.97 5.84 -1.68
H -0.82 7.41 -0.60
H 0.95 7.90 1.03
H 2.18 6.05 2.13
H 1.63 3.71 1.52
H -4.88 0.73 -4.38
H -4.57 -0.34 -2.99
H -2.65 0.31 -5.30
H -3.29 -1.30 -4.87
N 0.89 -2.66 2.24
C 0.14 -1.72 2.79
N -0.26 -0.61 2.22
C -0.94 0.21 3.08
C -1.46 1.47 2.80
C -2.07 2.18 3.81
C -2.21 1.65 5.09
C -1.73 0.39 5.38
C -1.09 -0.31 4.38
S -0.35 -1.89 4.48
H 1.14 -2.65 1.24
H 1.11 -3.48 2.78
H -1.36 1.88 1.81
H -2.45 3.17 3.60
H -2.70 2.23 5.86
H -1.84 -0.04 6.37
O 1.08 -2.98 -0.42
C -0.10 -2.97 -0.72
N -0.80 -3.98 -1.26
C -2.22 -3.72 -1.22
C -2.21 -2.23 -0.77
O -3.17 -1.49 -0.70
N -0.94 -1.90 -0.51
C -2.92 -4.62 -0.21
C -3.96 -4.15 0.58
C -4.59 -4.99 1.48
C -4.20 -6.31 1.61
C -3.16 -6.78 0.82
C -2.53 -5.95 -0.08
C -2.90 -3.86 -2.57
C -4.15 -3.27 -2.76
C -4.80 -3.39 -3.97
C -4.24 -4.13 -5.00
C -3.02 -4.75 -4.81
C -2.34 -4.60 -3.61
H -0.41 -4.91 -1.33
H -4.27 -3.11 0.51
H -5.40 -4.61 2.09
H -4.70 -6.97 2.30
H -2.85 -7.81 0.90
H -1.74 -6.35 -0.70
H -4.59 -2.72 -1.95
H -5.76 -2.91 -4.11
H -4.77 -4.24 -5.93
H -2.60 -5.35 -5.59
H -1.39 -5.09 -3.49
C 1.97 0.55 -2.57
O 1.99 -0.06 -1.29
H 2.95 0.51 -3.03
H 1.63 1.59 -2.52
H 1.26 -0.02 -3.17
H 2.65 0.37 -0.75
*
```

The gap between HOMO and LUMO (spin up / spin down) comes out at 5.5 / 4.5 eV.



# C30H43N5O7PRuS2Se2

C30H43N5O7PRuS2Se2 as an isolated structure (ωB97M-V/def2-TZVPD, OMol25).

```
! RIJCOSX wB97M-V def2-TZVPD def2/J DEFGRID3
* xyz -1 5
Ru -0.85 0.85 -1.42
C 0.42 0.82 10.04
O 1.41 1.79 9.78
C 1.92 1.84 8.51
C 2.88 2.82 8.28
C 3.45 2.96 7.03
C 3.07 2.11 5.97
C 2.11 1.12 6.22
C 1.53 0.99 7.48
N 3.66 2.34 4.75
N 3.34 1.49 3.79
C 2.39 1.77 2.90
C 1.59 2.93 2.94
C 0.59 3.17 2.02
C 0.30 2.26 0.98
O -0.63 2.44 0.12
C 1.12 1.06 0.92
N 0.84 0.20 -0.09
C 1.56 -0.89 -0.23
C 2.62 -1.20 0.64
C 2.90 -0.35 1.67
C 2.15 0.82 1.84
H 0.14 0.94 11.09
H 0.80 -0.20 9.89
H -0.46 0.97 9.42
H 3.16 3.47 9.10
H 4.19 3.72 6.84
H 1.81 0.47 5.41
H 0.79 0.22 7.63
H 1.78 3.66 3.72
H -0.01 4.07 2.06
H 1.29 -1.53 -1.06
H 3.20 -2.10 0.47
H 3.71 -0.55 2.37
O 0.38 4.10 -5.58
C -0.47 2.98 -5.73
C 0.26 1.64 -5.64
C 1.17 1.53 -6.88
O 1.96 0.35 -6.92
C 1.17 1.57 -4.39
Se 0.61 2.46 -2.73
C -0.74 0.49 -5.72
Se -2.05 0.38 -4.28
H 0.56 4.16 -4.63
H -0.94 3.07 -6.72
H -1.27 2.99 -4.98
H 1.81 2.42 -6.91
H 0.56 1.51 -7.78
H 2.43 0.28 -6.08
H 2.12 2.06 -4.63
H 1.39 0.53 -4.15
H -0.23 -0.48 -5.74
H -1.33 0.57 -6.63
C -3.24 3.30 -2.15
O -3.92 2.08 -1.80
P -3.12 1.03 -0.90
O -3.43 1.64 0.55
C -2.86 1.01 1.70
O -4.17 -0.19 -0.90
C -3.95 -1.34 -1.72
H -2.78 3.19 -3.13
H -2.46 3.55 -1.43
H -3.99 4.09 -2.16
H -2.69 1.79 2.44
H -1.90 0.54 1.46
H -3.54 0.26 2.08
H -4.59 -2.12 -1.32
H -2.91 -1.65 -1.67
H -4.23 -1.13 -2.75
C -2.58 -4.41 -3.31
C -1.57 -4.78 -2.23
N -1.96 -4.20 -0.95
C -1.14 -3.53 -0.09
S -1.73 -2.29 0.87
N 0.16 -3.90 -0.04
C 0.70 -5.23 -0.27
C 1.92 -5.19 -1.18
H -2.33 -4.90 -4.25
H -2.57 -3.33 -3.48
H -3.58 -4.72 -3.02
H -0.58 -4.40 -2.51
H -1.50 -5.87 -2.16
H -2.90 -3.83 -0.91
H 0.68 -3.32 0.61
H -0.08 -5.86 -0.68
H 0.97 -5.67 0.70
H 1.65 -4.79 -2.16
H 2.33 -6.19 -1.31
H 2.70 -4.55 -0.76
S -0.05 -1.77 -3.24
C -0.89 -0.39 -2.88
*
```

The gap between HOMO and LUMO (spin up / spin down) comes out at 6.1 / 6.4 eV. The expectation value of S² is 6.094.



# CH2NO4S

An isolated ion of composition CH2NO4S and charge -1 (ωB97M-V/def2-TZVPD, OMol25).

```
! RIJCOSX wB97M-V def2-TZVPD def2/J DEFGRID3
* xyz -1 1
C -1.13 0.02 -0.03
N 1.24 -1.09 0.07
O -1.54 1.26 -0.59
O 1.91 -2.12 -0.03
O 1.75 0.02 -0.38
O 0.48 1.85 0.89
S 0.11 1.28 -0.38
H -1.45 -0.26 1.02
H -1.36 -0.96 -0.58
*
```

The gap between HOMO and LUMO comes out at 8.2 eV.



# C4H6INO

A 2-piece molecular cluster, C4H6INO overall (ωB97M-V/def2-TZVPD, OMol25).

```
! RIJCOSX wB97M-V def2-TZVPD def2/J DEFGRID3
* xyz 0 1
C 0.85 -1.00 0.78
C 0.12 0.13 0.45
C -0.92 -0.29 -0.41
C 0.43 1.58 0.71
N -0.85 -1.71 -0.43
O 0.29 -2.11 0.21
I -2.54 0.72 -1.13
H 1.88 -1.16 1.27
H 0.14 0.19 -2.21
H 0.42 1.88 -0.27
H 1.36 1.70 1.10
H -0.32 2.23 1.30
H -0.86 -2.15 -1.38
*
```

The gap between HOMO and LUMO (spin up / spin down) comes out at 6.1 / 8.2 eV.



# CH2ClNO

The molecule CH2ClNO (ωB97M-V/def2-TZVPD, OMol25).

```
! RIJCOSX wB97M-V def2-TZVPD def2/J DEFGRID3
* xyz 0 1
O -2.07 1.42 0.07
N -0.57 1.68 -0.48
C 0.17 0.54 -0.08
Cl 1.86 0.98 0.01
H 0.09 -0.36 -0.72
H -0.18 0.36 1.03
*
```

The gap between HOMO and LUMO (spin up / spin down) comes out at 8.4 / 8.3 eV. As for the SMILES: O=NCCl.



# C10H10INO2P

C10H10INO2P as an isolated structure (ωB97M-V/def2-TZVPD, OMol25).

```
! RIJCOSX wB97M-V def2-TZVPD def2/J DEFGRID3
* xyz 1 1
C 2.64 -3.10 -0.29
C 1.59 -2.98 -1.21
C 2.74 -2.06 0.61
C 0.78 -1.88 -1.20
C 1.91 -0.99 0.58
C 2.02 0.18 1.50
C -2.51 1.97 0.25
C -1.34 1.00 0.66
C -2.41 0.63 -0.33
C -2.23 3.32 -0.41
N 1.04 -0.84 -0.44
O 2.71 0.19 2.45
O 1.32 1.24 1.05
P 0.33 1.31 -0.20
I -3.74 -0.91 0.44
H 3.14 -4.03 -0.37
H 1.46 -3.67 -1.93
H 3.52 -2.16 1.27
H 0.08 -1.57 -2.05
H -3.06 2.11 1.15
H -1.21 0.67 1.67
H -2.02 0.34 -1.33
H -1.94 3.38 -1.42
H -1.67 4.01 0.15
H -3.16 3.83 -0.58
*
```

The gap between HOMO and LUMO comes out at 7.8 eV.



# C27H26IrN4O5

C27H26IrN4O5 as an isolated structure (ωB97M-V/def2-TZVPD, OMol25).

```
! RIJCOSX wB97M-V def2-TZVPD def2/J DEFGRID3
* xyz 0 2
Ir -0.03 -0.19 0.00
C -3.27 -0.60 -1.11
C -3.82 0.10 0.13
C -2.85 1.04 0.84
N -1.57 0.45 1.23
C -1.39 0.26 2.52
C -2.43 0.22 3.49
C -2.34 0.22 4.86
C -1.24 0.54 5.68
C 0.03 0.82 5.26
C 0.59 0.54 4.00
C -0.02 -0.01 2.91
N 0.72 -0.77 1.94
C 2.79 -2.28 1.69
C 2.57 -2.38 0.19
C 2.86 -1.07 -0.53
N 1.63 -0.50 -1.08
C 1.64 0.00 -2.31
C 2.83 0.29 -3.01
C 3.04 0.59 -4.33
C 2.12 0.59 -5.38
C 0.75 0.50 -5.26
C -0.03 0.50 -4.11
C 0.33 0.41 -2.77
N -0.55 0.60 -1.76
C -1.81 1.28 -2.09
C -3.00 0.35 -2.28
H -3.99 -1.36 -1.43
H -2.35 -1.13 -0.86
H -4.14 -0.68 0.84
H -4.70 0.68 -0.13
H -3.34 1.46 1.72
H -2.63 1.90 0.22
H -3.43 0.06 3.10
H -3.27 0.04 5.38
H -1.43 0.60 6.74
H 0.72 1.20 6.00
H 1.64 0.80 3.82
H 2.37 -3.18 2.14
H 3.85 -2.26 1.93
H 1.54 -2.68 -0.02
H 3.20 -3.18 -0.21
H 3.58 -1.26 -1.32
H 3.28 -0.36 0.19
H 3.72 0.32 -2.39
H 4.07 0.79 -4.61
H 2.52 0.70 -6.38
H 0.20 0.50 -6.19
H -1.09 0.55 -4.30
H -1.66 1.89 -2.98
H -2.00 1.98 -1.29
H -2.85 -0.25 -3.19
H -3.88 0.98 -2.46
O 0.86 -2.84 5.35
C 0.97 -2.42 4.24
C 2.20 -1.49 3.84
O 3.11 -1.35 4.60
C 2.26 -0.97 2.37
C -0.06 -1.99 1.97
O -0.76 -2.13 0.92
C -0.07 -2.79 3.17
O -0.84 -3.74 3.31
O 2.93 0.12 2.17
*
```

The gap between HOMO and LUMO (spin up / spin down) comes out at 4.9 / 5.4 eV. The expectation value of S² is 0.786.



# CH4N2O

A 2-piece molecular cluster, CH4N2O overall (ωB97M-V/def2-TZVPD, OMol25).

```
! RIJCOSX wB97M-V def2-TZVPD def2/J DEFGRID3
* xyz 0 1
C -3.69 0.61 -0.25
N -2.81 -0.11 0.00
O -1.71 -0.51 0.11
H -4.66 0.98 -0.20
N 1.77 0.69 0.30
H 2.49 0.01 0.29
H 1.44 0.70 -0.65
H 1.01 0.22 0.77
*
```

The gap between HOMO and LUMO comes out at 10.8 eV. As for the SMILES: C#[N+][O-].N.



# C66H48N5O3S4V

C66H48N5O3S4V as an isolated structure (ωB97M-V/def2-TZVPD, OMol25).

```
! RIJCOSX wB97M-V def2-TZVPD def2/J DEFGRID3
* xyz 1 4
V -0.46 -1.53 -1.38
O 0.58 -3.24 2.09
C 0.56 -2.56 1.07
N -0.47 -1.83 0.60
C -1.76 -1.92 1.26
C -2.87 -1.93 0.20
C -4.18 -2.26 0.52
C -5.14 -2.30 -0.47
C -4.78 -1.99 -1.78
C -3.47 -1.65 -2.03
N -2.52 -1.62 -1.07
C 1.77 -2.50 0.12
C 2.97 -3.07 0.47
C 4.03 -3.01 -0.43
C 3.85 -2.36 -1.64
C 2.61 -1.82 -1.93
N 1.57 -1.90 -1.08
H -1.93 -1.06 1.93
H -1.83 -2.81 1.88
H -4.42 -2.50 1.55
H -6.16 -2.58 -0.23
H -5.50 -2.02 -2.58
H -3.15 -1.40 -3.03
H 3.04 -3.55 1.44
H 4.98 -3.45 -0.18
H 4.66 -2.27 -2.35
H 2.43 -1.32 -2.87
S -0.76 -8.62 -0.58
C -0.57 -9.05 1.06
C -0.30 -7.97 1.84
C -0.26 -6.76 1.08
C -0.49 -6.96 -0.25
C -0.48 -5.94 -1.32
C -0.67 -4.60 -0.94
N -0.56 -3.58 -1.78
C -0.30 -3.84 -3.09
C -0.18 -5.14 -3.57
C 0.06 -5.33 -4.99
C 0.16 -4.28 -5.83
C 0.03 -2.93 -5.34
C 0.11 -1.80 -6.17
C -0.05 -0.54 -5.66
C -0.29 -0.43 -4.28
N -0.36 -1.47 -3.46
C -0.20 -2.72 -3.99
C 0.04 0.71 -6.47
C 0.06 2.00 -6.03
C 0.17 2.95 -7.09
C 0.24 2.36 -8.31
S 0.16 0.66 -8.18
C -0.25 -6.19 -2.65
H -0.67 -10.09 1.36
H -0.15 -8.02 2.91
H -0.02 -5.78 1.51
H -0.91 -4.36 0.09
H 0.14 -6.34 -5.37
H 0.33 -4.44 -6.89
H 0.30 -1.95 -7.24
H -0.45 0.54 -3.82
H 0.01 2.28 -4.98
H 0.21 4.03 -6.94
H 0.33 2.83 -9.28
H -0.12 -7.22 -3.00
C -0.75 7.25 -2.73
C -0.53 5.85 -2.21
C -1.53 4.88 -2.35
C -1.35 3.59 -1.87
C -0.15 3.27 -1.26
C 0.87 4.21 -1.12
C 0.67 5.50 -1.59
S 0.12 1.72 -0.52
O -0.46 0.68 -1.47
C -1.02 1.78 0.85
C -2.31 1.22 0.66
C -3.17 1.18 1.72
C -2.77 1.65 3.00
C -3.63 1.55 4.13
C -3.22 1.98 5.35
C -1.93 2.57 5.50
C -1.10 2.70 4.44
C -1.49 2.24 3.15
C -0.61 2.30 2.02
C 0.70 3.00 2.14
C 0.68 4.44 2.21
C -0.53 5.18 2.17
C -0.51 6.55 2.17
C 0.72 7.25 2.21
C 1.89 6.57 2.25
C 1.90 5.14 2.25
C 3.13 4.42 2.25
C 3.13 3.06 2.16
C 1.90 2.36 2.10
S 2.05 0.58 1.80
O 3.32 0.40 1.01
C 2.39 0.06 3.47
C 1.35 -0.11 4.37
C 1.61 -0.68 5.61
C 2.89 -1.10 5.95
C 3.16 -1.81 7.26
C 3.92 -0.91 5.03
C 3.68 -0.34 3.78
H -1.79 7.44 -2.96
H -0.17 7.42 -3.64
H -0.42 7.99 -1.99
H -2.46 5.14 -2.83
H -2.13 2.84 -1.98
H 1.81 3.93 -0.65
H 1.45 6.24 -1.48
H -2.59 0.83 -0.31
H -4.17 0.76 1.59
H -4.61 1.10 4.00
H -3.87 1.89 6.21
H -1.62 2.92 6.48
H -0.12 3.14 4.56
H -1.48 4.66 2.13
H -1.45 7.10 2.14
H 0.72 8.34 2.20
H 2.84 7.09 2.28
H 4.07 4.97 2.30
H 4.06 2.50 2.12
H 0.34 0.20 4.11
H 0.79 -0.82 6.32
H 2.36 -1.62 7.98
H 4.10 -1.48 7.70
H 3.22 -2.89 7.11
H 4.93 -1.23 5.28
H 4.47 -0.22 3.05
*
```

The gap between HOMO and LUMO (spin up / spin down) comes out at 6.1 / 7.5 eV. The expectation value of S² is 3.766.



# C9H27AsF6N7O5Tl

C9H27AsF6N7O5Tl as an isolated structure (ωB97M-V/def2-TZVPD, OMol25).

```
! RIJCOSX wB97M-V def2-TZVPD def2/J DEFGRID3
* xyz 2 1
Tl -0.58 0.00 0.38
As 2.56 3.09 1.97
F 1.14 4.21 2.08
F 2.81 3.19 0.18
F 3.93 1.90 2.02
F 2.23 2.89 3.77
F 1.43 1.71 1.60
F 3.66 4.52 2.16
C 3.01 0.02 -1.10
O 1.72 -0.50 -1.29
C 1.83 -1.71 -1.97
C 0.51 -2.62 -2.10
N -0.10 -2.80 -0.77
C -1.35 -3.42 -1.00
C -2.14 -3.66 0.33
O -1.80 -2.65 1.28
C -2.45 -2.86 2.57
H 3.57 -0.64 -0.44
H 3.07 1.05 -0.74
H 3.65 0.06 -1.98
H 2.66 -2.36 -1.68
H 2.11 -1.53 -3.01
H 0.86 -3.56 -2.52
H -0.14 -2.02 -2.74
H 0.34 -3.49 -0.18
H -1.30 -4.29 -1.66
H -1.99 -2.77 -1.60
H -1.83 -4.62 0.75
H -3.18 -3.75 0.03
H -3.52 -2.65 2.52
H -2.00 -2.31 3.40
H -2.39 -3.93 2.77
C -2.17 0.16 -3.31
O -1.52 -0.08 -2.30
N -2.59 -0.64 -4.23
N -2.59 1.37 -3.62
H -2.37 -1.61 -4.36
H -3.18 -0.21 -4.93
H -2.06 2.04 -3.07
H -3.15 1.55 -4.44
C 0.23 -0.05 4.31
O -0.17 -0.40 3.26
N 0.26 1.14 4.80
N 0.76 -0.96 5.11
H 0.01 1.89 4.18
H 1.00 1.24 5.48
H 0.47 -1.91 4.93
H 1.16 -0.63 5.98
C 0.15 3.55 -1.23
O 0.18 2.37 -0.98
N 0.28 4.08 -2.43
N -0.43 4.39 -0.43
H -0.03 5.04 -2.45
H 0.70 3.59 -3.21
H -0.83 4.15 0.46
H -0.42 5.39 -0.60
*
```

The gap between HOMO and LUMO comes out at 3.2 eV.